[1]
The following is a quantum chemistry calculation of 8 unconnected molecules or ions with the total composition C23H53F3O25S7 at a distorted geometry, from the OMol25 dataset.

Each line ends with the Löwdin charge.
Cartesian coordinates (Å):
C (2.3389, 1.0154, -6.3408)  -0.032
C (1.0257, 0.8661, -5.5116)  -0.174
O (0.0799, -0.0477, -6.1031)  0.054
C (-0.8951, -0.2836, -5.2422)  -0.442
O (-1.0875, 0.1967, -4.1869)  0.178
C (-1.9119, -1.3078, -5.8351)  -0.482
F (-2.9429, -0.6061, -6.3748)  0.144
F (-1.4180, -2.1506, -6.7638)  0.162
F (-2.4438, -2.0253, -4.8140)  0.126
H (3.0348, 1.6595, -5.7818)  0.081
H (2.2209, 1.4406, -7.3566)  0.082
H (2.8304, 0.0662, -6.4675)  0.056
H (0.5877, 1.8528, -5.3023)  0.135
H (1.2280, 0.4130, -4.5460)  0.111
C (-2.5350, -3.5319, 4.1508)  -0.068
C (-1.0607, -3.4478, 3.9909)  -0.255
O (-0.4761, -3.2601, 5.3144)  -0.306
S (0.3955, -1.9880, 5.7576)  0.607
C (1.7485, -2.6162, 4.7866)  -0.108
O (-0.1980, -0.8053, 5.1384)  -0.303
O (0.5624, -2.0940, 7.1594)  -0.241
H (-3.0094, -3.8954, 3.2000)  0.096
H (-2.9213, -2.5731, 4.4124)  0.050
H (-2.7752, -4.3275, 4.8919)  0.099
H (-0.6552, -4.3859, 3.5982)  0.131
H (-0.8031, -2.5235, 3.4319)  0.120
H (1.9729, -3.5533, 5.2586)  0.070
H (2.4968, -1.8191, 4.9197)  0.080
H (1.4581, -2.7293, 3.7036)  0.069
C (2.1923, 2.4945, -1.2665)  -0.082
C (3.6396, 2.2456, -1.2879)  -0.228
O (3.8600, 1.2369, -2.3701)  -0.253
S (5.3692, 0.7380, -2.6217)  0.551
C (5.6171, -0.5518, -1.4822)  -0.134
O (5.3439, 0.1163, -3.8948)  -0.278
O (6.2246, 1.8606, -2.4036)  -0.265
H (1.8360, 2.7751, -2.2439)  0.084
H (1.9508, 3.3255, -0.5499)  0.109
H (1.5981, 1.6902, -0.8152)  0.035
H (4.1767, 3.1625, -1.5007)  0.119
H (4.0410, 1.8611, -0.3730)  0.099
H (5.8113, -0.2334, -0.4859)  0.057
H (6.5616, -0.9738, -1.8148)  0.078
H (4.7536, -1.2187, -1.3938)  0.064
C (-3.6831, -2.6382, -2.1487)  -0.069
C (-3.4114, -2.4592, -0.6881)  -0.222
O (-4.2396, -1.3688, -0.1557)  -0.257
S (-3.6035, 0.0089, 0.2417)  0.546
C (-3.2737, 0.6570, -1.3022)  -0.121
O (-4.6982, 0.7234, 0.8264)  -0.270
O (-2.3428, -0.3129, 0.8809)  -0.301
H (-3.4851, -1.8287, -2.8117)  0.043
H (-4.7259, -2.8853, -2.2588)  0.087
H (-3.0863, -3.4701, -2.5066)  0.090
H (-3.6998, -3.3797, -0.1661)  0.128
H (-2.3855, -2.2502, -0.4454)  0.092
H (-2.6129, -0.1748, -1.7420)  0.089
H (-2.6484, 1.5699, -1.2089)  0.061
H (-4.1304, 0.7230, -1.9337)  0.084
C (1.9251, 1.7356, 3.0901)  -0.040
C (1.1690, 1.0446, 1.9410)  -0.186
O (1.4263, -0.4291, 2.0684)  -0.280
S (2.1839, -1.1199, 0.8860)  0.566
C (0.9567, -0.9925, -0.3991)  -0.089
O (3.3826, -0.3867, 0.5691)  -0.278
O (2.2788, -2.5145, 1.2281)  -0.282
H (3.0444, 1.7743, 3.0236)  0.104
H (1.5632, 1.2433, 3.9746)  0.061
H (1.6055, 2.7569, 3.0579)  0.067
H (0.0948, 1.1543, 1.8829)  0.115
H (1.6941, 1.4463, 1.0516)  0.079
H (0.8846, 0.0042, -0.7890)  0.045
H (-0.0161, -1.3878, 0.0682)  0.096
H (1.3180, -1.6891, -1.1412)  0.036
C (-3.1432, 0.1151, 5.9812)  -0.069
C (-2.1925, 1.2568, 5.9208)  -0.235
O (-2.4113, 1.9426, 4.6415)  -0.256
S (-3.2446, 3.3035, 4.5227)  0.623
C (-4.9805, 2.9164, 4.4291)  -0.108
O (-2.9992, 4.0760, 5.6952)  -0.268
O (-2.7698, 3.7679, 3.2133)  -0.312
H (-2.9952, -0.4943, 5.1113)  0.056
H (-4.1698, 0.4892, 6.1025)  0.079
H (-2.9621, -0.5145, 6.8631)  0.098
H (-2.3895, 2.0090, 6.6539)  0.099
H (-1.1505, 0.8702, 5.9860)  0.106
H (-5.3305, 2.6639, 5.4260)  0.068
H (-5.1985, 2.0523, 3.7967)  0.075
H (-5.4267, 3.8042, 3.9425)  0.085
O (-1.3650, 5.4713, -2.3776)  -0.227
S (-1.3720, 4.3462, -1.4948)  0.614
O (-0.8618, 3.0758, -1.9282)  -0.244
O (-0.6314, 4.9151, -0.1243)  -0.195
C (-1.3937, 4.3206, 0.9573)  -0.200
C (-2.8461, 4.4869, 0.5813)  -0.120
O (-2.7752, 4.1744, -0.8405)  -0.209
H (-1.0716, 3.2371, 1.0202)  0.139
H (-1.1592, 4.7947, 1.9022)  0.120
H (-3.2502, 5.4629, 0.7140)  0.134
H (-3.3623, 3.6347, 1.0305)  0.116
O (2.5863, -1.9946, -3.0103)  -0.225
S (2.2748, -2.8956, -4.0770)  0.601
O (0.9546, -2.9168, -4.6327)  -0.204
O (3.2789, -2.6330, -5.2536)  -0.195
C (4.5583, -3.1927, -4.9243)  -0.128
C (4.2659, -4.4057, -3.9536)  -0.091
O (2.8063, -4.3901, -3.8574)  -0.193
H (5.0722, -3.4575, -5.8356)  0.128
H (5.1054, -2.3997, -4.4236)  0.103
H (4.7054, -4.1531, -3.0242)  0.109
H (4.5369, -5.3609, -4.4106)  0.135

HOMO energy (eV): -11.2
Total energy (Ha): -5875.9369
Structure (SMILES): CCOC(=O)C(F)(F)F.CCOS(C)(=O)=O.CCOS(C)(=O)=O.CCOS(C)(=O)=O.CCOS(C)(=O)=O.CCOS(C)(=O)=O.O=S1(=O)OCCO1.O=S1(=O)OCCO1



[2]
The following is a quantum chemistry calculation of 3 unconnected molecules or ions with the total composition C23H53FN6O7P2S at a distorted geometry, from the OMol25 dataset.

Each line ends with the Löwdin charge.
Cartesian coordinates (Å):
C (0.9043, 3.5863, 2.1623)  0.031
C (1.6883, 2.8790, 1.3275)  -0.072
C (1.3047, 2.3265, -0.0458)  -0.256
C (1.7885, 3.2602, -1.1640)  -0.299
C (1.4569, 4.7494, -0.9561)  -0.004
F (1.3351, 2.8380, -2.4153)  -0.015
C (2.2133, 1.0432, -0.1222)  -0.424
O (3.1454, 0.7916, -0.8329)  0.152
O (1.6353, 0.2294, 0.8089)  0.003
C (0.2426, 0.1804, 0.3700)  -0.045
C (-0.0361, 1.6188, -0.2179)  -0.179
C (-1.2833, 2.1796, 0.5051)  -0.154
C (-2.6122, 1.7190, -0.1266)  -0.188
C (-3.3266, 2.8510, -0.8932)  -0.211
S (-4.3899, 3.8328, 0.1556)  0.581
O (-5.1683, 4.6696, -0.6974)  -0.277
O (-3.6180, 4.5831, 1.1057)  -0.290
O (-5.2952, 2.7895, 0.9504)  -0.149
H (0.7667, 3.2707, 3.1945)  0.073
H (0.3382, 4.4614, 1.8530)  0.061
H (2.6985, 2.6513, 1.6679)  0.127
H (2.8769, 3.2015, -1.2225)  0.145
H (1.2159, 5.1732, -1.9309)  0.085
H (0.6855, 4.9208, -0.2116)  0.060
H (2.3689, 5.2466, -0.6229)  0.085
H (0.2969, -0.5395, -0.4492)  0.134
H (-0.3117, -0.1134, 1.2562)  0.123
H (-0.3465, 1.4488, -1.2499)  0.143
H (-1.2283, 3.2671, 0.5933)  0.097
H (-1.2568, 1.8087, 1.5323)  0.111
H (-3.2804, 1.3207, 0.6343)  0.106
H (-2.3917, 0.9473, -0.8683)  0.117
H (-2.6350, 3.5117, -1.4096)  0.121
H (-3.9980, 2.3776, -1.6122)  0.109
H (-5.3477, 3.0993, 1.8662)  0.102
C (-1.5637, -1.0344, 7.3206)  -0.137
N (-2.0862, -0.6688, 6.0237)  -0.325
C (-2.5322, 0.7137, 5.9882)  -0.137
P (-2.5817, -1.6282, 4.6606)  0.737
O (-1.6238, -1.0219, 3.6596)  -0.302
N (-1.9337, -3.2206, 4.6231)  -0.296
C (-1.6073, -4.0223, 5.7913)  -0.133
C (-0.8891, -3.4588, 3.6237)  -0.145
N (-4.0674, -2.2282, 5.4076)  -0.305
C (-5.2202, -1.6638, 4.6647)  -0.145
C (-4.4181, -2.2605, 6.8114)  -0.139
H (-2.3253, -1.0232, 8.1131)  0.072
H (-0.8046, -0.3097, 7.6365)  0.083
H (-1.0716, -2.0015, 7.3348)  0.054
H (-3.6058, 0.8039, 6.2226)  0.069
H (-2.3700, 1.1476, 4.9974)  0.068
H (-1.9869, 1.3348, 6.6987)  0.080
H (-0.7357, -3.6327, 6.3263)  0.071
H (-1.3534, -5.0398, 5.4876)  0.080
H (-2.4500, -4.1395, 6.4694)  0.066
H (0.0644, -2.9989, 3.9118)  0.089
H (-1.1732, -3.0845, 2.6460)  0.066
H (-0.7157, -4.5299, 3.5002)  0.079
H (-5.2866, -0.5749, 4.7775)  0.070
H (-6.1662, -2.0937, 4.9963)  0.078
H (-5.1225, -1.8910, 3.5970)  0.079
H (-4.6177, -1.2658, 7.2324)  0.084
H (-3.6820, -2.7696, 7.4265)  0.060
H (-5.3387, -2.8399, 6.9157)  0.093
C (3.1030, 0.5150, -4.4273)  -0.123
N (2.8788, -0.9143, -4.4091)  -0.318
C (3.0748, -1.4768, -3.0820)  -0.125
P (2.7658, -2.0845, -5.6841)  0.736
O (1.3756, -2.5800, -5.3569)  -0.296
N (2.3892, -1.4425, -7.2388)  -0.299
C (2.7741, -0.1256, -7.7175)  -0.138
C (1.0330, -1.7049, -7.7225)  -0.152
N (4.4907, -2.0712, -6.0795)  -0.307
C (5.0578, -3.3938, -5.7242)  -0.147
C (5.4782, -1.0646, -5.7556)  -0.142
H (4.1461, 0.7916, -4.2160)  0.076
H (2.5118, 0.9978, -3.6443)  0.064
H (2.8054, 0.9904, -5.3572)  0.056
H (4.1076, -1.8392, -2.9460)  0.074
H (2.4002, -2.3223, -2.9160)  0.075
H (2.8765, -0.7566, -2.2924)  0.046
H (2.2290, 0.6739, -7.2055)  0.071
H (2.5376, -0.0293, -8.7797)  0.078
H (3.8468, 0.0460, -7.6575)  0.064
H (0.2879, -1.0870, -7.2055)  0.087
H (0.7583, -2.7478, -7.6069)  0.067
H (0.9595, -1.4872, -8.7908)  0.077
H (5.0338, -3.5724, -4.6425)  0.072
H (6.0918, -3.4950, -6.0582)  0.076
H (4.4842, -4.1888, -6.2139)  0.079
H (5.7300, -1.0313, -4.6870)  0.085
H (5.2024, -0.0689, -6.0903)  0.059
H (6.3987, -1.3099, -6.2917)  0.090

HOMO energy (eV): -7.6
Total energy (Ha): -2943.8853
Structure (SMILES): C=C[C@@]1([C@H](C)F)C(=O)OC[C@H]1CCCS(=O)(=O)O.CN(C)P(=O)(N(C)C)N(C)C.CN(C)P(=O)(N(C)C)N(C)C



Question: HOMO energy of number 1 (C23H53F3O25S7)?
Answer: -11.2 eV



Question: Look up the total energy of the second one.
Answer: -2943.8853 Ha



Question: What is the formula in the first record?
Answer: C23H53F3O25S7